ORCA calculation (ωB97M-V/def2-TZVPD) on C20H28Cl3GeN3O5ScSe2Si as an isolated structure.

The total energy comes out at -10630.2787 Ha. The frontier orbital gap (alpha / beta) is 7.8256 / 6.5751 eV. As for the multiplicity: 2. The expectation value of S² is 0.78.

The geometry in XYZ format:
```
64
Properties=species:S:1:pos:R:3:mulliken_spin:R:1
Sc -0.8982 -0.3346 0.3843 -0.011
O -2.5396 -0.4220 2.1684 -0.002
C -3.4941 0.5988 2.4842 0.000
C -3.5297 1.6354 1.3749 0.000
N -2.1743 1.9267 0.9256 0.000
C -2.1639 2.6253 -0.3611 0.000
C -2.1576 1.6342 -1.5195 0.001
O -2.7419 1.8454 -2.5523 0.000
O -1.4428 0.5605 -1.2641 0.008
C -1.3256 2.5925 1.9076 0.000
C 0.1365 2.1971 1.6920 0.000
O 1.0455 2.8711 2.1136 0.000
O 0.2663 1.0617 1.0562 0.002
H -3.0017 -1.2207 1.8699 0.000
H -3.1921 1.0404 3.4350 0.000
H -4.4809 0.1564 2.6192 0.000
H -4.0604 2.5323 1.7240 0.000
H -4.0794 1.2333 0.5195 0.000
H -1.2417 3.2062 -0.4400 0.000
H -3.0088 3.3095 -0.4751 0.000
H -1.5806 2.2634 2.9164 0.000
H -1.4137 3.6826 1.8815 0.000
Se 2.7947 -0.8111 2.2749 0.002
Se 1.6361 -2.7482 1.7821 0.016
C 1.3788 -2.6092 -0.1478 0.026
C 2.1236 -3.6234 -0.8298 0.323
C 2.5031 -3.6910 -2.1763 -0.004
C 2.1907 -2.8231 -3.1903 0.300
C 0.1488 -1.9361 -2.0579 -0.009
N 0.5494 -1.7539 -0.6440 0.206
C 1.5665 -0.0500 3.5533 -0.002
C 2.0920 0.9148 4.4077 0.000
C 1.2511 1.4710 5.3492 0.000
C -0.0620 1.0220 5.4272 0.000
C -0.4754 0.0515 4.5335 0.000
N 0.3176 -0.4659 3.5918 0.002
H 2.5582 -4.3727 -0.1820 0.008
H 3.1835 -4.4992 -2.4179 0.007
H 2.6898 -2.9764 -4.1406 0.018
H -0.6564 -1.2330 -2.2551 0.012
H 3.1262 1.2199 4.3234 0.000
H 1.6168 2.2339 6.0236 0.000
H -0.7476 1.4128 6.1661 0.000
H -1.4854 -0.3396 4.5597 0.000
Cl -3.0870 -3.5958 -3.2680 0.000
Ge -3.7611 -1.6870 -2.3151 0.000
Cl -5.6717 -2.3956 -1.4081 0.000
Cl -2.4490 -2.2584 -0.0146 0.002
C 0.9046 1.3120 -3.4696 0.007
Si 2.1587 -0.0108 -3.0528 0.027
C 2.9561 0.2637 -1.3900 0.006
C 3.4716 -0.1180 -4.3808 0.006
C 1.2392 -1.7145 -3.1061 0.029
H 1.0993 1.7400 -4.4546 0.000
H 0.9393 2.1243 -2.7404 0.000
H -0.1181 0.9329 -3.4645 -0.001
H 3.6654 1.0929 -1.4541 0.000
H 3.5072 -0.6193 -1.0563 0.002
H 2.2272 0.5173 -0.6180 -0.002
H 3.9672 0.8466 -4.5086 0.000
H 3.0338 -0.3910 -5.3440 -0.001
H 4.2391 -0.8541 -4.1345 -0.003
H -0.2631 -2.9441 -2.1601 0.014
H 0.7202 -1.6295 -4.0709 0.010
```

---

ORCA calculation (ωB97M-V/def2-TZVPD) on one molecule with the formula C5H9NO2 in a non-equilibrium geometry.

The total energy comes out at -400.9786 Ha. The frontier orbital gap is 8.4554 eV.

The geometry in XYZ format:
```
17
Properties=species:S:1:pos:R:3:nbo_charge:R:1
C 0.9736 0.6797 -1.1134 -0.428
C 1.5873 -0.9174 0.6068 -0.424
N 0.4859 -0.2586 -0.0978 -0.399
C -1.9231 -0.1043 -0.0231 0.194
C -1.3522 -0.9496 -0.7715 -0.054
C -0.5688 0.4361 0.9103 0.368
O -3.0289 0.6070 0.1440 -0.638
O -0.6274 1.6635 1.1253 -0.724
H -2.7647 1.3671 0.7050 0.511
H -1.1008 -1.7103 -1.4746 0.234
H -0.5948 -0.2662 1.7649 0.116
H 1.6057 1.4538 -0.6665 0.207
H 1.5578 0.1368 -1.8589 0.196
H 0.1297 1.1572 -1.6077 0.223
H 2.2020 -1.4723 -0.1045 0.204
H 1.1910 -1.6280 1.3328 0.210
H 2.2277 -0.1945 1.1288 0.204
```

---

ORCA calculation (ωB97M-V/def2-TZVPD) on C8H17N4S2 as an isolated structure in a non-equilibrium geometry.

The total energy comes out at -1329.9107 Ha. The frontier orbital gap (alpha / beta) is 5.4002 / 6.5741 eV. As for the multiplicity: 3. The expectation value of S² is 2.03. Its charge is +1.

The geometry in XYZ format:
```
31
Properties=species:S:1:pos:R:3:mulliken_spin:R:1
C 3.0365 1.4604 -0.7730 0.573
C 2.3838 2.5368 -0.2078 0.731
C 2.4680 0.1933 -0.2607 0.014
C 1.4358 0.4181 0.5631 0.367
C 2.9220 -1.1326 -0.7452 -0.007
C 0.8266 -0.6919 1.4127 0.028
C -2.4662 -0.1859 1.4725 0.003
C -1.3975 0.1099 -0.6770 0.023
N -3.1040 1.0758 1.3161 0.002
N -0.6664 -0.2339 -1.6724 0.006
N -1.4235 -0.5137 0.4713 0.000
N -0.3194 -1.3061 0.6724 0.022
S 1.0950 2.1297 0.7915 0.187
S -2.4451 1.4681 -0.8580 0.005
H 4.0191 1.4660 -1.2549 0.011
H 2.7022 3.4829 -0.4208 0.031
H 4.0177 -0.9849 -0.7933 -0.004
H 2.5790 -1.8469 -0.0159 0.003
H 2.3206 -1.2854 -1.7555 -0.001
H 1.5262 -1.4943 1.6198 0.008
H 0.4365 -0.2038 2.4310 0.009
H -3.2063 -0.9765 1.4195 0.000
H -2.1220 -0.5233 2.4568 0.000
H -2.2834 -2.2462 -2.0197 0.000
H -2.8689 1.7205 2.0430 -0.001
H -4.1772 1.1092 1.2107 0.001
H -0.4675 0.3355 -2.5105 0.002
H 0.1555 -0.9313 -1.6447 -0.005
H -2.3067 -2.2142 -1.2361 0.000
H -0.5243 -2.1233 1.0793 -0.005
H -2.1458 1.3880 -2.1143 -0.001
```

---

ORCA calculation (ωB97M-V/def2-TZVPD) on one molecule with the formula C12H16ClNO6S.

The total energy comes out at -1831.4004 Ha. The frontier orbital gap is 9.6360 eV. The SMILES is COCCNS(=O)(=O)c1ccc(OCC(=O)OC)c(Cl)c1.

The geometry in XYZ format:
```
37
Properties=species:S:1:pos:R:3:nbo_charge:R:1
C -5.5417 -1.1033 0.1170 -0.250
H -5.4453 -0.4731 1.0099 0.148
O -4.5776 -2.1288 0.0901 -0.537
C -3.3141 -1.7654 -0.4160 -0.092
C -2.4301 -0.9777 0.5693 -0.265
N -2.7284 0.4313 0.6941 -0.870
S -2.3320 1.4431 -0.5721 2.318
O -2.5410 0.8181 -1.8498 -0.947
O -3.0010 2.6797 -0.3012 -0.937
C -0.5786 1.6121 -0.2990 -0.387
C 0.3017 0.9685 -1.1390 -0.135
C 1.6688 1.0538 -0.9160 -0.126
C 2.1624 1.7693 0.1809 0.326
C 1.2352 2.4257 1.0036 -0.238
C -0.1201 2.3549 0.7728 -0.148
H -0.8304 2.8615 1.4046 0.242
H 1.6336 2.9864 1.8339 0.235
O 3.4506 1.9718 0.5460 -0.476
C 4.4870 1.1046 0.1530 -0.172
C 4.1281 -0.3632 0.3650 0.775
O 3.1569 -0.7448 0.9589 -0.590
O 5.0552 -1.1497 -0.1737 -0.505
C 4.8370 -2.5529 -0.0581 -0.264
H 5.7715 -3.0294 -0.3415 0.199
H 4.5633 -2.8104 0.9664 0.201
H 4.0334 -2.8607 -0.7296 0.194
H 4.8017 1.2635 -0.8838 0.217
H 5.3262 1.3534 0.8109 0.225
Cl 2.6806 0.2394 -2.0625 0.012
H -0.0866 0.4154 -1.9802 0.250
H -3.6417 0.6476 1.0599 0.408
H -2.5043 -1.4316 1.5615 0.217
H -1.3922 -1.0380 0.2337 0.211
H -2.8208 -2.7161 -0.6350 0.191
H -3.4153 -1.1877 -1.3430 0.199
H -6.5137 -1.5960 0.1443 0.196
H -5.4784 -0.4714 -0.7753 0.177
```

---

ORCA calculation (ωB97M-V/def2-TZVPD) on a 2-piece molecular cluster, C3H9NO2 overall.

The total energy comes out at -324.9178 Ha. The frontier orbital gap is 10.2704 eV. The SMILES is C[C@@H](N)C=O.O.

The geometry in XYZ format:
```
15
Properties=species:S:1:pos:R:3:nbo_charge:R:1
O -0.0712 0.1331 1.1111 -0.509
C 0.3227 -0.2083 0.0300 0.441
C 1.1359 -1.4469 -0.3034 -0.163
C 0.3200 -2.2920 -1.2738 -0.610
N 2.4084 -1.0776 -0.9205 -0.822
H 0.1170 0.3997 -0.8784 0.083
H 1.2809 -1.9948 0.6237 0.206
H 0.8245 -3.2448 -1.4303 0.227
H 0.2852 -1.7919 -2.2411 0.207
H -0.6874 -2.4846 -0.9130 0.214
H 3.1349 -0.9203 -0.2362 0.371
H 2.2949 -0.2311 -1.4733 0.356
H -4.4491 4.9670 3.0537 0.467
H -3.3641 4.9310 1.9847 0.468
O -3.5526 5.2616 2.8665 -0.935
```

---

Look up the total energy of the third one.
-1329.9107 Ha

---

What did the third record say?
ORCA calculation (ωB97M-V/def2-TZVPD) on C8H17N4S2 as an isolated structure in a non-equilibrium geometry.

The total energy comes out at -1329.9107 Ha. The frontier orbital gap (alpha / beta) is 5.4002 / 6.5741 eV. As for the multiplicity: 3. The expectation value of S² is 2.03. Its charge is +1.

The geometry in XYZ format:
```
31
Properties=species:S:1:pos:R:3:mulliken_spin:R:1
C 3.0365 1.4604 -0.7730 0.573
C 2.3838 2.5368 -0.2078 0.731
C 2.4680 0.1933 -0.2607 0.014
C 1.4358 0.4181 0.5631 0.367
C 2.9220 -1.1326 -0.7452 -0.007
C 0.8266 -0.6919 1.4127 0.028
C -2.4662 -0.1859 1.4725 0.003
C -1.3975 0.1099 -0.6770 0.023
N -3.1040 1.0758 1.3161 0.002
N -0.6664 -0.2339 -1.6724 0.006
N -1.4235 -0.5137 0.4713 0.000
N -0.3194 -1.3061 0.6724 0.022
S 1.0950 2.1297 0.7915 0.187
S -2.4451 1.4681 -0.8580 0.005
H 4.0191 1.4660 -1.2549 0.011
H 2.7022 3.4829 -0.4208 0.031
H 4.0177 -0.9849 -0.7933 -0.004
H 2.5790 -1.8469 -0.0159 0.003
H 2.3206 -1.2854 -1.7555 -0.001
H 1.5262 -1.4943 1.6198 0.008
H 0.4365 -0.2038 2.4310 0.009
H -3.2063 -0.9765 1.4195 0.000
H -2.1220 -0.5233 2.4568 0.000
H -2.2834 -2.2462 -2.0197 0.000
H -2.8689 1.7205 2.0430 -0.001
H -4.1772 1.1092 1.2107 0.001
H -0.4675 0.3355 -2.5105 0.002
H 0.1555 -0.9313 -1.6447 -0.005
H -2.3067 -2.2142 -1.2361 0.000
H -0.5243 -2.1233 1.0793 -0.005
H -2.1458 1.3880 -2.1143 -0.001
```